(1)
{
  "formula": "CH17O8Pb",
  "method": "ωB97M-V with the def2-TZVPD basis set",
  "total_charge": 1,
  "gap_ev": 7.20,
  "homo_energy_ev": -10.444,
  "lumo_ha": -0.119,
  "spin_multiplicity": 1,
  "elements": ["Pb", "C", "O", "H", "H", "H", "O", "H", "H", "O", "H", "H", "O", "H", "H", "O", "H", "H", "O", "H", "H", "O", "H", "H", "O", "H", "H"],
  "positions_angstrom": [[0.094, -0.210, 0.185], [-1.293, 1.863, -2.159], [-1.381, 1.098, -0.954], [-2.259, 1.898, -2.566], [-0.585, 1.279, -2.795], [-0.941, 2.809, -1.853], [-2.200, -1.033, 1.018], [-2.889, -1.679, 0.892], [-2.307, -0.768, 1.905], [-0.898, -1.817, -1.438], [-1.264, -1.255, -2.086], [-0.584, -2.556, -1.959], [2.260, 0.072, 1.307], [2.816, 0.838, 1.305], [2.102, -0.052, 2.220], [1.152, 1.814, -0.582], [1.351, 2.466, 0.106], [0.550, 2.241, -1.218], [2.021, -1.244, -1.183], [2.864, -0.837, -1.249], [2.045, -2.135, -1.550], [0.532, -2.050, 1.717], [0.050, -2.842, 1.546], [0.238, -1.815, 2.624], [-0.440, 0.939, 2.159], [0.228, 1.513, 2.524], [-1.253, 1.468, 2.088]]
}



(2)
{
  "formula": "CH18N2O8",
  "method": "ωB97M-V with the def2-TZVPD basis set",
  "gap_ev": 11.18,
  "homo_energy_ev": -10.773,
  "lumo_ha": 0.015,
  "relative_energy_kcal_mol": 0.0,
  "spin_multiplicity": 1,
  "elements": ["N", "C", "N", "O", "H", "H", "H", "H", "O", "H", "H", "O", "H", "H", "O", "H", "H", "O", "H", "H", "O", "H", "H", "O", "H", "H", "O", "H", "H"],
  "positions_angstrom": [[-0.644, 0.607, 1.902], [0.437, 1.337, 1.534], [1.624, 0.975, 2.106], [0.372, 2.304, 0.766], [-1.542, 0.911, 1.560], [-0.581, -0.131, 2.592], [1.725, 0.008, 2.372], [2.437, 1.377, 1.666], [-3.076, 0.986, -0.390], [-3.962, 1.119, -0.728], [-2.578, 1.839, -0.463], [1.785, -3.151, -0.658], [2.181, -3.813, -1.229], [1.521, -2.365, -1.195], [0.942, -1.155, -2.366], [1.166, -0.457, -2.995], [-0.013, -1.019, -2.119], [-1.728, 3.274, -0.575], [-0.882, 2.926, -0.216], [-1.912, 4.073, -0.102], [-1.676, -1.134, -1.550], [-1.459, -1.588, -0.721], [-2.181, -0.339, -1.234], [2.784, 1.977, -0.490], [2.469, 1.124, -0.805], [1.954, 2.431, -0.264], [-0.074, -3.869, 1.291], [0.489, -3.748, 0.483], [0.420, -4.500, 1.829]]
}



(3)
{
  "formula": "CH19MnO12",
  "method": "ωB97M-V with the def2-TZVPD basis set",
  "total_charge": 1,
  "gap_ev": [8.46, 8.32],
  "homo_energy_ev": [-12.653, -12.654],
  "lumo_ha": [-0.154, -0.159],
  "relative_energy_kcal_mol": 0.0,
  "spin_multiplicity": 6,
  "s_squared": 8.75,
  "elements": ["Mn", "C", "O", "O", "O", "H", "O", "H", "H", "O", "H", "H", "O", "H", "H", "O", "H", "H", "O", "H", "H", "O", "H", "H", "O", "H", "H", "O", "H", "H", "O", "H", "H"],
  "positions_angstrom": [[0.833, -0.991, -1.369], [-1.224, -0.075, -0.296], [-0.691, -1.138, 0.115], [-2.310, 0.437, 0.288], [-0.792, 0.521, -1.343], [-2.174, 0.062, 1.189], [-0.323, 2.652, -2.868], [-0.514, 3.556, -2.686], [-0.895, 2.155, -2.273], [1.979, -1.708, 0.432], [2.772, -1.159, 0.413], [2.334, -2.570, 0.624], [0.725, -1.895, 2.860], [0.997, -2.788, 3.141], [1.077, -1.758, 1.978], [-1.899, 3.385, 0.360], [-1.749, 3.662, 1.253], [-2.190, 2.445, 0.423], [-1.586, -0.450, 2.885], [-0.683, -0.746, 2.724], [-1.849, -0.546, 3.765], [-0.565, 2.205, 2.874], [0.378, 2.076, 2.704], [-0.794, 1.268, 2.938], [1.828, 0.932, -1.131], [1.236, 1.656, -1.194], [2.661, 1.168, -1.518], [0.396, -0.668, -3.511], [0.558, 0.115, -4.027], [0.873, -1.341, -4.063], [0.442, -3.099, -1.671], [0.982, -3.795, -2.109], [0.166, -3.570, -0.905]]
}



(4)
{
  "formula": "CH20Mn2O13",
  "method": "ωB97M-V with the def2-TZVPD basis set",
  "total_charge": 2,
  "gap_ev": [6.87, 6.76],
  "homo_energy_ev": [-15.781, -15.781],
  "lumo_ha": [-0.327, -0.331],
  "relative_energy_kcal_mol": 48.3,
  "spin_multiplicity": 11,
  "s_squared": 30.00,
  "elements": ["Mn", "Mn", "C", "O", "O", "O", "O", "H", "H", "O", "H", "H", "O", "H", "H", "O", "H", "H", "O", "H", "H", "O", "H", "H", "O", "H", "H", "O", "H", "H", "O", "H", "H", "O", "H", "H"],
  "positions_angstrom": [[-3.959, -14.179, -16.018], [-7.606, -9.759, -15.141], [-5.694, -11.584, -15.145], [-4.893, -12.572, -15.275], [-6.495, -11.396, -14.158], [-5.839, -10.700, -16.057], [-3.407, -10.142, -13.017], [-4.065, -10.815, -13.219], [-3.247, -10.239, -12.069], [-5.381, -11.727, -18.645], [-5.476, -11.443, -17.713], [-6.194, -11.456, -19.078], [-3.511, -8.821, -16.414], [-3.393, -7.957, -16.001], [-4.329, -9.174, -16.042], [-9.298, -11.112, -15.163], [-9.115, -12.027, -15.413], [-10.095, -11.154, -14.610], [-5.750, -14.949, -16.843], [-6.417, -15.618, -16.611], [-6.142, -14.426, -17.568], [-8.149, -13.016, -12.592], [-7.492, -12.516, -13.129], [-8.811, -13.338, -13.211], [-4.924, -13.335, -12.096], [-5.181, -13.096, -12.994], [-5.224, -12.599, -11.552], [-8.279, -10.048, -17.435], [-9.052, -10.575, -17.681], [-7.974, -9.649, -18.262], [-7.261, -8.878, -13.231], [-7.790, -8.427, -12.555], [-6.476, -9.208, -12.764], [-6.636, -7.920, -15.793], [-6.361, -7.771, -16.713], [-7.062, -7.089, -15.527]]
}



(5)
{
  "formula": "CH20O8",
  "method": "ωB97M-V with the def2-TZVPD basis set",
  "gap_ev": 10.98,
  "homo_energy_ev": -10.637,
  "lumo_ha": 0.013,
  "spin_multiplicity": 1,
  "elements": ["C", "H", "H", "H", "H", "O", "H", "H", "O", "H", "H", "O", "H", "H", "O", "H", "H", "O", "H", "H", "O", "H", "H", "O", "H", "H", "O", "H", "H"],
  "positions_angstrom": [[0.780, -1.887, 0.855], [1.564, -2.585, 1.075], [1.018, -0.904, 1.092], [-0.157, -2.154, 1.395], [0.586, -2.064, -0.156], [2.411, 0.569, -1.460], [2.937, 1.423, -1.150], [1.644, 0.529, -0.892], [1.313, 1.834, 1.103], [0.787, 1.180, 0.741], [1.418, 1.617, 2.017], [-2.504, -0.509, 0.862], [-3.287, 0.015, 0.534], [-2.236, -1.307, 0.274], [-1.530, -2.288, -0.684], [-0.664, -1.813, -0.755], [-1.619, -2.759, -1.427], [-0.233, 0.854, -1.164], [-0.258, 1.153, -2.060], [-0.251, 1.710, -0.723], [0.468, 0.250, 2.989], [-0.278, 0.349, 2.445], [0.612, -0.660, 2.880], [0.516, -1.761, -2.690], [0.761, -0.923, -3.027], [1.300, -2.116, -2.393], [-1.260, 2.956, 0.225], [-0.358, 3.058, 0.734], [-1.652, 2.336, 0.818]]
}



(6)
{
  "formula": "CH23O11",
  "method": "ωB97M-V with the def2-TZVPD basis set",
  "total_charge": -1,
  "gap_ev": 7.54,
  "homo_energy_ev": -5.377,
  "lumo_ha": 0.079,
  "relative_energy_kcal_mol": 25.4,
  "spin_multiplicity": 1,
  "elements": ["C", "O", "H", "H", "H", "O", "H", "H", "O", "H", "H", "O", "H", "H", "O", "H", "H", "O", "H", "H", "O", "H", "H", "O", "H", "H", "O", "H", "H", "O", "H", "H", "O", "H", "H"],
  "positions_angstrom": [[13.202, -9.190, -8.427], [12.987, -10.463, -8.907], [13.708, -9.193, -7.441], [13.881, -8.579, -9.044], [12.254, -8.669, -8.201], [16.148, -8.447, -10.573], [15.566, -8.593, -11.322], [16.188, -7.467, -10.477], [9.504, -7.831, -10.622], [10.232, -8.231, -10.133], [8.745, -8.377, -10.395], [14.806, -8.306, -4.443], [14.412, -8.115, -3.586], [14.379, -7.693, -5.051], [11.178, -11.197, -10.848], [11.836, -10.944, -10.152], [11.690, -11.708, -11.483], [11.782, -12.726, -7.861], [12.227, -11.935, -8.257], [11.387, -13.178, -8.612], [15.041, -12.353, -8.260], [14.981, -12.388, -7.301], [14.344, -11.709, -8.527], [14.517, -11.318, -11.231], [14.493, -10.480, -11.696], [14.034, -11.143, -10.393], [15.574, -5.882, -10.031], [14.962, -5.824, -9.288], [16.087, -5.066, -9.998], [9.854, -9.788, -8.017], [10.200, -9.279, -7.279], [10.631, -9.976, -8.570], [16.806, -9.467, -7.803], [16.525, -8.880, -8.518], [16.136, -10.164, -7.785]]
}



(7)
{
  "formula": "CH24F3O15S",
  "method": "ωB97M-V with the def2-TZVPD basis set",
  "total_charge": -1,
  "gap_ev": 8.70,
  "homo_energy_ev": -6.422,
  "lumo_ha": 0.084,
  "relative_energy_kcal_mol": 62.5,
  "spin_multiplicity": 1,
  "elements": ["C", "F", "F", "F", "S", "O", "O", "O", "O", "H", "H", "O", "H", "H", "O", "H", "H", "O", "H", "H", "O", "H", "H", "O", "H", "H", "O", "H", "H", "O", "H", "H", "O", "H", "H", "O", "H", "H", "O", "H", "H", "O", "H", "H"],
  "positions_angstrom": [[-0.167, -1.703, -0.055], [0.077, -2.191, -1.292], [-1.409, -1.919, 0.316], [0.602, -2.349, 0.798], [0.180, 0.224, 0.019], [1.579, 0.404, -0.322], [-0.792, 0.735, -0.976], [-0.088, 0.641, 1.406], [6.147, 2.350, -0.763], [5.385, 1.877, -0.426], [6.799, 2.281, -0.066], [-4.801, -0.333, -1.795], [-4.084, 0.275, -1.614], [-4.652, -1.065, -1.195], [2.110, 3.361, 4.262], [2.137, 4.046, 3.594], [1.578, 2.667, 3.873], [-1.494, 2.894, -5.444], [-1.397, 2.506, -4.575], [-0.756, 2.547, -5.946], [-5.584, -3.335, 3.552], [-5.650, -3.696, 2.668], [-5.664, -2.389, 3.432], [2.897, 3.668, -3.143], [3.104, 3.071, -2.425], [2.318, 4.322, -2.752], [4.429, -5.126, -0.887], [5.111, -5.242, -0.226], [4.281, -4.180, -0.916], [-4.765, 4.423, -0.737], [-4.252, 3.636, -0.924], [-5.607, 4.268, -1.167], [1.241, -7.754, -1.438], [0.660, -7.397, -2.110], [1.753, -7.002, -1.139], [4.999, -0.814, -3.316], [4.361, -0.110, -3.430], [5.525, -0.793, -4.115], [-3.695, 3.201, 3.803], [-3.120, 2.751, 3.184], [-3.401, 2.903, 4.664], [-2.147, -0.612, 5.535], [-2.522, -0.640, 6.415], [-1.225, -0.398, 5.673]]
}



(8)
{
  "formula": "CH24InO15",
  "method": "ωB97M-V with the def2-TZVPD basis set",
  "total_charge": 1,
  "gap_ev": 7.26,
  "homo_energy_ev": -12.840,
  "lumo_ha": -0.205,
  "relative_energy_kcal_mol": 0.0,
  "spin_multiplicity": 1,
  "elements": ["In", "C", "O", "O", "O", "O", "H", "H", "O", "H", "H", "O", "H", "H", "O", "H", "H", "O", "H", "H", "O", "H", "H", "O", "H", "H", "O", "H", "H", "O", "H", "H", "O", "H", "H", "O", "H", "H", "O", "H", "H"],
  "positions_angstrom": [[-0.802, -1.639, -0.191], [0.348, 0.551, -0.159], [-0.259, -0.099, 0.907], [0.095, 1.746, -0.201], [0.297, -0.229, -1.134], [-0.938, -2.548, 1.917], [-1.346, -2.076, 2.657], [-0.529, -3.260, 2.381], [2.087, -1.634, 3.129], [2.876, -1.631, 2.725], [1.724, -0.762, 2.971], [-0.942, 2.554, -2.585], [-0.573, 2.307, -1.737], [-0.395, 3.270, -2.854], [2.339, 2.827, -0.932], [1.409, 2.542, -0.843], [2.771, 2.002, -0.623], [-2.440, 2.054, 0.517], [-2.413, 2.954, 0.204], [-1.526, 1.653, 0.454], [1.988, 0.022, -3.210], [1.512, 0.077, -2.402], [1.840, -0.890, -3.461], [0.446, 0.593, 3.222], [0.931, 1.383, 3.198], [0.168, 0.502, 2.318], [0.228, 3.486, 1.720], [0.120, 2.840, 1.022], [1.150, 3.242, 1.965], [0.250, -2.698, -2.236], [-0.140, -2.667, -3.147], [0.991, -3.334, -2.209], [-2.785, -1.074, 0.622], [-3.407, -0.570, 0.027], [-2.939, -0.485, 1.352], [-1.997, -1.221, -1.972], [-2.814, -1.646, -2.061], [-1.776, -0.736, -2.753], [1.161, -2.454, 0.348], [1.389, -2.658, 1.242], [1.920, -2.280, -0.183]]
}